DFT (the ωB97M-V functional and the def2-TZVPD basis) results for a 20-piece molecular cluster, C27H92N2O20 overall at a distorted geometry.

As for the total charge: 0. The frontier orbital gap is 7.77 eV. The lowest unoccupied orbital energy is -0.003 Eh.

Cartesian coordinates (Å):
H1 -0.16 -5.15 -1.55
H2 -4.71 0.98 -2.33
H3 -4.34 -2.44 3.21
H4 3.38 0.70 -2.13
O1 4.07 -2.32 -0.98
H5 1.99 -0.76 7.11
H6 2.25 -4.07 -4.69
O2 -4.31 2.43 0.35
H7 -1.07 5.76 -6.38
H8 0.46 0.44 3.83
C1 -0.02 -0.19 0.03
H9 -3.78 2.51 -0.44
H10 -0.75 1.44 -3.46
C2 2.03 -3.28 -3.98
H11 4.54 -0.15 2.89
H12 3.67 2.19 -0.02
O3 3.04 0.10 5.52
H13 -1.83 -0.14 3.89
H14 -0.33 -1.27 -1.95
O4 3.85 -0.81 2.96
H15 -1.85 -4.79 -1.09
C3 -0.47 -2.28 3.04
H16 -0.47 3.53 -2.37
H17 -4.51 0.47 0.44
H18 3.92 0.11 -3.79
C4 -0.17 3.47 -3.42
H19 3.11 -1.87 6.34
C5 -1.38 3.85 -4.27
C6 0.14 1.99 -3.76
C7 0.46 -0.89 -1.31
H20 0.30 -2.90 2.58
O5 -3.90 1.36 -2.68
C8 0.39 1.72 -5.32
H21 0.05 -3.40 6.01
C9 -1.05 0.82 -0.46
H22 -5.40 -0.06 6.26
C10 1.70 2.39 -5.75
H23 4.70 -1.64 -1.21
H24 3.36 -0.56 3.75
H25 1.35 1.50 -0.07
C11 0.50 0.18 -5.45
H26 3.92 -2.68 -4.03
C12 -0.53 -0.89 2.38
H27 -2.69 3.66 -7.33
H28 2.53 1.86 -5.28
H29 6.08 0.14 -2.97
H30 0.47 5.02 -6.10
H31 -1.90 0.27 -0.87
H32 -0.67 1.48 -1.24
H33 3.21 -1.84 1.76
H34 -3.20 0.94 -2.19
C13 -5.09 0.80 4.55
H35 0.72 4.10 -3.53
H36 4.01 3.24 5.18
H37 -3.65 -5.81 1.30
H38 -4.75 -4.51 2.85
H39 -5.63 1.73 4.72
H40 -1.65 1.19 -7.16
H41 2.17 -4.60 3.75
C14 -0.52 4.83 -6.50
C15 -1.28 3.69 -5.78
H42 0.09 -5.02 0.81
O6 -4.33 -0.46 0.30
H43 -1.10 -6.34 -0.68
H44 1.19 -0.27 -1.84
H45 -4.29 1.01 3.84
C16 -0.92 -5.27 -0.78
O7 5.73 1.53 0.34
O8 -1.57 -2.01 0.38
H46 -1.43 -2.78 2.95
O9 -5.42 -4.09 3.40
C17 -4.84 -3.02 3.99
H47 -0.42 -0.29 -5.11
H48 4.31 2.48 3.91
N1 -0.48 -1.24 0.96
H49 -5.77 0.06 4.13
H50 -4.04 -3.33 4.66
O10 -0.93 1.80 -7.35
H51 -1.98 0.66 2.30
H52 -2.22 3.33 -3.80
C18 4.16 0.68 -2.89
H53 -3.51 -0.62 0.77
O11 -4.63 0.32 5.83
H54 2.10 -3.72 -2.98
H55 1.77 -2.11 1.39
O12 -3.47 -4.98 1.74
H56 -1.65 4.89 -4.09
H57 1.72 3.44 -5.48
H58 1.48 -0.75 3.05
C19 -1.86 -0.30 2.81
H59 5.92 1.20 -0.54
H60 -1.60 5.53 -0.17
H61 -0.47 4.63 -7.57
C20 1.21 0.61 0.54
H62 0.29 1.87 1.99
H63 -3.39 2.91 -5.92
H64 -0.04 4.15 1.69
H65 -1.49 1.31 0.41
N2 -0.73 2.36 -6.07
C21 0.66 -0.06 2.88
H66 1.43 -0.21 -5.03
H67 -2.89 -4.51 1.14
H68 4.48 2.93 1.23
O13 3.71 3.12 4.28
H69 2.13 0.02 0.51
C22 2.45 -1.02 6.15
H70 1.75 -1.53 5.49
O14 -0.68 -4.61 0.42
H71 -5.54 -2.40 4.55
H72 1.04 -2.87 -4.20
O15 -1.47 4.92 0.56
H73 3.93 0.30 5.82
H74 4.31 1.70 -3.25
H75 3.19 -3.73 4.45
C23 4.67 2.54 0.23
H76 -1.54 -3.66 5.36
H77 -3.72 2.70 1.06
O16 2.39 -4.24 4.60
H78 1.97 1.52 2.32
C24 -2.76 3.73 -6.25
C25 1.05 1.08 1.95
H79 -2.71 -0.94 2.58
H80 0.45 5.49 0.64
H81 3.65 -2.00 -0.18
O17 5.41 0.28 -2.30
H82 1.92 2.35 -6.82
O18 2.63 -2.51 1.41
C26 -0.14 4.57 0.69
H83 0.99 1.53 -3.25
H84 -0.35 -2.19 4.12
H85 -3.30 4.60 -5.88
O19 -1.41 -3.82 7.42
H86 -0.73 -5.10 5.99
H87 0.51 -0.16 -6.48
H88 1.05 -1.78 -1.06
H89 -1.21 -2.90 0.31
O20 3.05 -2.28 -4.16
C27 -0.84 -4.02 6.12
H90 5.01 3.35 -0.42
H91 0.16 3.97 -0.17
H92 -2.36 -3.90 7.35